No. 1
{"formula": "C19H31Cl2NO2SiV", "method": "ωB97M-V/def2-TZVPD", "total_charge": -2, "spin_multiplicity": 2, "homo_lumo_gap_ev": [4.586, 4.594], "symbols": ["C", "C", "C", "C", "C", "C", "C", "C", "C", "C", "V", "Cl", "Cl", "O", "H", "H", "H", "H", "H", "H", "H", "H", "H", "H", "H", "H", "H", "H", "H", "H", "O", "H", "C", "Si", "C", "C", "N", "C", "C", "C", "C", "C", "C", "H", "H", "H", "H", "H", "H", "H", "H", "H", "H", "H", "H", "H", "H"], "coordinates": [[0.36598, -1.33637, -2.16268], [1.21335, -0.20570, -2.40461], [0.39181, 0.97381, -2.31711], [2.62899, -0.25138, -2.85421], [-0.96163, 0.55262, -2.00128], [-0.96884, -0.87852, -1.96862], [-2.16549, -1.75122, -1.93198], [0.77884, -2.76358, -2.22641], [0.80131, 2.35959, -2.63993], [-2.13092, 1.45575, -1.91844], [0.58743, 0.25608, -0.22690], [2.46413, 1.28420, -0.05253], [1.56764, -1.62019, 0.76429], [-0.31281, 1.68265, 0.56697], [3.01680, -1.26864, -2.80221], [3.28570, 0.38565, -2.25483], [2.70273, 0.10127, -3.89034], [1.77812, 2.61578, -2.20696], [0.05807, 3.07474, -2.25878], [0.88279, 2.49635, -3.72595], [-1.92332, 2.28435, -1.23268], [-3.00837, 0.91233, -1.54896], [-2.38614, 1.87754, -2.90305], [-3.01156, -1.20504, -1.50386], [-1.97090, -2.62044, -1.30559], [-2.44900, -2.08881, -2.93272], [1.82865, -2.87978, -1.93380], [0.65867, -3.16479, -3.23441], [0.16217, -3.36364, -1.54210], [-0.20813, 1.69058, 1.55314], [-1.28431, -1.13168, 0.96570], [-1.83903, -0.28091, 0.91883], [2.91593, 1.61164, 3.16482], [1.45825, 1.13327, 4.23743], [1.89717, -0.46782, 5.10311], [1.19160, 2.52144, 5.46690], [0.00457, 0.95806, 3.31635], [-1.14442, 0.36923, 3.58169], [-1.29632, -1.05798, 3.71318], [-2.43568, -1.60707, 4.27447], [-3.52081, -0.79288, 4.58340], [-3.48245, 0.57650, 4.29449], [-2.34314, 1.14231, 3.75568], [3.68060, 2.09329, 3.77323], [2.61701, 2.30937, 2.37144], [3.36816, 0.71155, 2.69385], [2.72948, -0.29980, 5.80424], [1.05052, -0.87498, 5.66799], [2.21441, -1.22813, 4.37040], [0.92794, 3.45164, 4.94116], [0.37464, 2.28473, 6.16330], [2.10646, 2.70027, 6.05003], [-0.46888, -1.67800, 3.34616], [-2.47239, -2.68988, 4.45108], [-4.42959, -1.23060, 5.03896], [-4.35737, 1.20987, 4.49687], [-2.26713, 2.21308, 3.52748]]}

=====

No. 2
{"formula": "C19H31ClI2LuP3", "method": "ωB97M-V/def2-TZVPD", "total_charge": 2, "spin_multiplicity": 1, "homo_lumo_gap_ev": [2.848, 2.851], "symbols": ["I", "I", "Lu", "P", "C", "C", "H", "H", "H", "H", "H", "H", "C", "H", "H", "H", "P", "C", "C", "H", "H", "H", "C", "H", "H", "H", "H", "H", "H", "Cl", "C", "P", "C", "C", "C", "C", "C", "C", "C", "C", "C", "C", "C", "C", "H", "H", "H", "H", "H", "H", "H", "H", "H", "H", "H", "H", "H"], "coordinates": [[-1.38576, 1.75743, 1.86497], [-0.35262, -0.76913, 1.94969], [-0.18652, 0.66705, -2.84181], [-2.93018, 0.00417, -1.60032], [-3.89152, -0.09117, -0.01564], [-4.02053, 1.31964, -2.27148], [-5.04496, 0.93777, -2.25996], [-4.89647, -1.17389, -2.40995], [-3.75918, 1.57509, -3.29848], [-3.43081, -1.81338, -3.16592], [-3.67937, 0.74516, 0.65396], [-3.97026, 2.21582, -1.64669], [-3.85324, -1.45461, -2.22684], [-4.95918, -0.05721, -0.26857], [-3.85348, -2.26226, -1.48609], [-3.67911, -1.01066, 0.52952], [2.23216, 0.23268, -1.00752], [2.80361, 0.04542, 0.77757], [3.17704, -1.28717, -1.42651], [3.43724, 1.81495, -2.43608], [4.55079, 0.95230, -1.38751], [3.57929, 2.28265, -0.74677], [3.56143, 1.42704, -1.42428], [2.88324, -1.67318, -2.39800], [4.25223, -1.07414, -1.46438], [3.89971, 0.04284, 0.82262], [2.47549, -0.90854, 1.21530], [3.03549, -2.08357, -0.68757], [2.47164, 0.86121, 1.42707], [0.63919, -0.44668, -4.69532], [-1.50772, 0.44028, 4.86522], [0.14589, 0.14354, 4.27617], [1.19682, 1.54150, 4.66457], [1.86334, 2.41319, 3.77984], [2.62418, 3.46286, 4.27054], [2.66743, 3.71988, 5.63202], [1.99990, 2.87030, 6.51018], [1.27644, 1.78220, 6.04739], [0.77434, -1.39736, 4.88604], [-0.03638, -2.54661, 5.07269], [0.56946, -3.78430, 5.21711], [1.96523, -3.90432, 5.05893], [2.75289, -2.77552, 4.84421], [2.17305, -1.52969, 4.77909], [-1.78236, 1.48782, 4.72472], [-1.53748, 0.09930, 5.89670], [-2.21002, -0.19404, 4.33304], [1.76710, 2.30297, 2.69544], [3.14037, 4.12385, 3.56907], [3.21390, 4.58485, 6.00964], [2.01245, 3.09399, 7.57945], [0.74117, 1.09048, 6.73371], [-1.13797, -2.55230, 5.08829], [-0.06699, -4.64313, 5.43250], [2.42056, -4.88539, 5.13175], [3.83024, -2.84710, 4.71398], [2.78811, -0.64578, 4.57998]]}

=====

No. 3
{"formula": "C19H31ClN3O3S", "method": "ωB97M-V/def2-TZVPD", "total_charge": 1, "smiles": "CCN(CC)CCNC(=O)c1ccc(Cl)c(S(=O)(=O)[NH+]2CCCCCC2)c1", "spin_multiplicity": 1, "homo_lumo_gap_ev": 6.123, "symbols": ["C", "C", "N", "C", "C", "C", "C", "N", "C", "O", "C", "C", "C", "C", "Cl", "C", "S", "O", "O", "N", "C", "C", "C", "C", "C", "C", "C", "H", "H", "H", "H", "H", "H", "H", "H", "H", "H", "H", "H", "H", "H", "H", "H", "H", "H", "H", "H", "H", "H", "H", "H", "H", "H", "H", "H", "H", "H", "H"], "coordinates": [[1.73955, -7.42010, -3.39489], [0.30448, -6.90138, -3.40455], [0.22463, -5.53272, -3.87339], [-1.03730, -5.13570, -4.45928], [-2.21605, -4.94552, -3.49811], [0.92169, -4.54555, -3.10307], [0.58667, -4.51217, -1.58521], [1.01408, -3.27182, -0.98725], [0.15004, -2.26743, -0.74864], [-1.04428, -2.33006, -0.96319], [0.74980, -1.02813, -0.14779], [2.01456, -0.52859, -0.46879], [2.46954, 0.65890, 0.07804], [1.67269, 1.36302, 0.97145], [2.22288, 2.84754, 1.65437], [0.41359, 0.86094, 1.29721], [-0.59746, 1.66355, 2.52233], [-1.90242, 1.11952, 2.57673], [0.11244, 1.99343, 3.70355], [-0.86514, 3.35017, 1.72389], [-1.53017, 3.22603, 0.41871], [-0.94382, 4.22319, -0.57646], [-1.33217, 5.67335, -0.28781], [-1.04441, 6.15191, 1.13737], [-1.99520, 5.54576, 2.17447], [-1.55073, 4.18735, 2.72436], [-0.05137, -0.31081, 0.73642], [2.20968, -7.22818, -4.35538], [1.73590, -8.49202, -3.21813], [2.33298, -6.95171, -2.61406], [-0.13596, -7.02643, -2.40298], [-0.27897, -7.50968, -4.09871], [-1.29919, -5.90185, -5.19399], [-0.86628, -4.20232, -5.00372], [-3.12244, -4.78288, -4.07515], [-2.35887, -5.83226, -2.88517], [-2.06946, -4.08247, -2.85345], [1.99926, -4.70868, -3.21510], [0.68238, -3.56511, -3.52208], [-0.49246, -4.57814, -1.44529], [1.07208, -5.34220, -1.06918], [1.99487, -3.15900, -0.78862], [2.64486, -1.04851, -1.17399], [3.44070, 1.04572, -0.18843], [0.08549, 3.71745, 1.57505], [-2.60224, 3.37501, 0.54915], [-1.37503, 2.20401, 0.06155], [-1.29498, 3.96180, -1.57489], [0.14490, 4.12080, -0.57864], [-0.78994, 6.30993, -0.98765], [-2.39602, 5.80720, -0.49000], [-1.18375, 7.23327, 1.14924], [-0.00251, 5.96644, 1.40754], [-2.08172, 6.21918, 3.02700], [-2.98833, 5.46785, 1.73130], [-0.85507, 4.31474, 3.55630], [-2.41064, 3.62002, 3.08889], [-1.03834, -0.67357, 0.98174]]}

=====

No. 4
{"formula": "C19H31IrN3O3P", "method": "ωB97M-V/def2-TZVPD", "total_charge": 3, "spin_multiplicity": 6, "homo_lumo_gap_ev": [7.950, 4.973], "symbols": ["Ir", "C", "N", "C", "C", "C", "N", "C", "C", "H", "H", "H", "H", "H", "H", "H", "H", "H", "H", "H", "H", "H", "H", "H", "H", "O", "C", "O", "C", "C", "C", "C", "C", "C", "C", "C", "C", "N", "H", "H", "H", "H", "H", "H", "C", "P", "C", "C", "O", "H", "H", "H", "H", "H", "H", "H", "H", "H"], "coordinates": [[-0.45318, 0.00257, 0.32412], [-2.20848, -2.68293, 1.59492], [-2.49058, -1.63903, 0.63872], [-2.53798, -2.11633, -0.73158], [-3.62878, -0.80863, 1.02342], [-3.56618, 0.60537, 0.44082], [-2.28158, 1.25897, 0.72232], [-2.12068, 2.48007, -0.06858], [-2.08598, 1.51867, 2.15382], [-3.04968, -3.38553, 1.67802], [-2.03678, -2.27203, 2.58872], [-1.33318, -3.25753, 1.29852], [-3.39538, -2.78743, -0.88178], [-1.64098, -2.68843, -0.96948], [-2.65218, -1.29423, -1.43948], [-3.68158, -0.76743, 2.11242], [-4.56508, -1.26523, 0.67582], [-4.39188, 1.18717, 0.87152], [-3.71968, 0.58557, -0.64108], [-2.85668, 3.23857, 0.22442], [-2.26768, 2.28267, -1.13078], [-1.12938, 2.91007, 0.08132], [-2.94658, 2.05137, 2.57512], [-1.20288, 2.13827, 2.30812], [-1.96688, 0.58717, 2.71112], [2.83082, -1.86753, 1.32952], [1.75432, -1.78313, 0.81342], [0.59122, -1.69483, 1.25782], [1.76212, -1.70303, -0.78418], [2.76582, -2.31903, -1.52248], [2.76722, -2.11263, -2.88928], [1.76252, -1.33423, -3.48488], [1.69862, -1.06713, -4.87408], [0.68482, -0.29963, -5.39828], [-0.31488, 0.22407, -4.56418], [-0.27708, -0.00303, -3.20918], [0.75372, -0.77563, -2.64018], [0.79842, -0.97553, -1.30248], [3.51312, -2.93013, -1.03858], [3.55642, -2.54483, -3.49038], [2.45762, -1.49253, -5.51308], [0.65182, -0.09943, -6.46028], [-1.11658, 0.80497, -4.99868], [-1.02108, 0.41457, -2.53728], [2.06962, 1.01187, 3.70662], [2.38272, 1.66497, 2.03202], [2.42172, 3.49117, 2.11872], [4.01992, 1.09187, 1.49492], [1.24652, 1.28427, 1.08052], [2.75792, 1.48067, 4.40572], [2.24532, -0.06373, 3.70352], [1.04682, 1.21507, 4.00952], [3.18292, 3.78837, 2.83892], [1.45632, 3.87887, 2.43162], [2.66872, 3.89417, 1.13762], [4.76352, 1.48487, 2.18322], [4.24342, 1.44827, 0.49252], [4.08532, 0.00627, 1.51082]]}

=====

Taking the records one at a time from the top gives relative energy (zero: lowest compared OMol25 entry of this formula, charge and spin) values of 1.1359 2.0002 1.3780 0.8885 eV.